(1)
Below is a structure of composition C28H36BN9O2Sm in a non-equilibrium geometry, with properties calculated with ωB97M-V/def2-TZVPD.

Structure (XYZ):
```
77
Properties=species:S:1:pos:R:3:lowdin_spin:R:1
Sm 0.69660 -0.75811 0.72243 5.059
C -5.58428 1.09272 -1.71130 0.000
C -4.26083 1.66573 -1.24115 0.000
C -4.08491 2.67233 -0.28326 0.000
C -2.73439 2.83987 -0.22755 0.000
C -1.98443 3.75847 0.67968 0.000
N -2.16628 1.97899 -1.11420 -0.001
N -3.11053 1.22026 -1.70141 0.000
B -0.82323 1.32071 -0.94303 -0.003
N -0.42832 0.44915 -2.14881 0.000
N 0.45205 -0.53440 -1.76544 -0.008
C 0.80230 -1.13214 -2.90126 0.000
C 1.67250 -2.33335 -2.88657 0.000
C 0.17411 -0.51716 -3.99407 0.000
C -0.62974 0.47855 -3.47378 0.000
C -1.63822 1.27875 -4.19506 0.000
N 0.34645 2.12272 -0.33522 0.000
N 0.79629 1.65538 0.88398 -0.010
C 1.52557 2.59696 1.44455 0.000
C 2.19747 2.37573 2.77904 0.000
C 1.63501 3.67148 0.57360 0.000
C 0.87156 3.36550 -0.55522 0.000
C 0.63754 4.10823 -1.86372 0.000
H -6.42645 1.42819 -1.13889 0.000
H -5.52223 -0.04515 -1.62974 0.000
H -5.76324 1.24550 -2.76972 0.000
H -4.78766 3.21812 0.26750 0.000
H -2.78807 4.34724 1.24150 0.000
H -1.47769 4.49052 0.05061 0.000
H -1.33176 3.17245 1.37021 0.000
H -1.05547 0.41658 -0.02360 -0.003
H 1.25355 -3.12893 -3.47144 0.000
H 1.72577 -2.68411 -1.85878 0.000
H 2.69853 -2.15498 -3.23614 0.000
H 0.17780 -0.82695 -5.04816 0.000
H -1.83469 2.25229 -3.71597 0.000
H -2.61562 0.82297 -4.14694 0.000
H -1.29006 1.37342 -5.25017 0.000
H 1.43212 2.47987 3.59782 0.000
H 3.01350 3.04463 3.02737 0.000
H 2.63667 1.36822 2.86261 0.000
H 2.13948 4.60967 0.85223 0.000
H 0.83541 3.45504 -2.70014 0.000
H 1.36885 4.90338 -1.87857 0.000
H -0.36404 4.50360 -1.89307 0.000
C 5.07850 -0.64708 -0.64419 0.000
C 5.51517 -1.98511 -0.52866 0.000
C 4.74756 -2.85333 0.24506 0.000
C 3.53704 -2.38435 0.81386 0.000
N 3.19275 -1.07960 0.79379 -0.006
C 3.97720 -0.21294 0.11002 0.000
C 2.60019 -3.30062 1.52735 -0.003
C 3.00466 -4.55355 1.96226 -0.001
C 2.15871 -5.34587 2.73399 0.000
C 0.84859 -4.93221 2.96207 0.000
C 0.45189 -3.73019 2.48368 -0.001
C 1.27814 -2.87998 1.75255 -0.019
H 5.60616 0.11020 -1.20978 0.000
H 6.37962 -2.40367 -1.00457 0.000
H 5.04694 -3.86396 0.38258 0.000
H 3.74800 0.86309 0.08104 0.000
H 4.05937 -4.82694 1.82555 0.000
H 2.52999 -6.30687 3.11902 0.000
H 0.21245 -5.57413 3.53921 0.000
H -0.59122 -3.41771 2.66661 0.000
C -2.73031 -0.32265 4.31555 0.000
O -3.18040 -0.73686 3.02575 0.000
C -2.24655 -0.93626 2.09300 0.001
O -1.04699 -0.74460 2.28473 -0.005
N -2.77300 -1.39894 0.93665 0.000
N -1.95932 -1.79610 -0.13652 -0.001
H -3.48083 0.29844 4.75700 0.000
H -1.74925 0.15218 4.38440 0.000
H -2.64169 -1.17935 4.88725 0.000
H -3.76625 -1.54619 0.83225 0.000
H -2.28163 -1.32212 -0.97819 0.000
H -1.91247 -2.81063 -0.26408 0.000
```

Results
Multiplicity: 6
ΔE to the lowest compared entry with this formula, charge and spin, kcal/mol: 16.6
LUMO energy (alpha / beta), eV: -2.5 / -2.4
Charge: +1
Expectation value of S²: 8.760
Total energy, Eh: -2414.60105

(2)
Below is a cluster of 2 separate species, C2H4NP in total in a non-equilibrium geometry, with properties calculated with ωB97M-V/def2-TZVPD.

Structure (XYZ):
```
8
Properties=species:S:1:pos:R:3:nbo_charge:R:1
C 0.36090 0.30644 0.08302 0.027
C -1.05491 0.24239 0.43522 -0.689
N 1.36762 1.03815 -0.22732 -0.516
P 1.81322 -0.69473 0.12609 0.621
H -1.11064 0.43251 1.49779 0.255
H -1.12953 -0.79248 0.33293 0.256
H -1.53256 0.99454 -0.12530 0.249
H 1.28591 -1.52684 -2.12243 -0.204
```

Results
ΔE to the lowest compared entry with this formula, charge and spin, kcal/mol: 86.8
LUMO energy (alpha / beta), eV: -0.4 / -0.4
Charge: 0
Total energy, Eh: -474.53542

(3)
Below is the molecule C6H10N2 in a non-equilibrium geometry, with properties calculated with ωB97M-V/def2-TZVPD.

Structure (XYZ):
```
18
Properties=species:S:1:pos:R:3:nbo_charge:R:1
C 1.95993 0.32463 -0.75446 -0.616
N 0.21211 0.38108 1.04710 -0.458
C 0.79779 -0.40874 -0.11738 0.052
C 0.96636 -0.92370 1.25144 -0.410
C -1.14965 0.46845 1.31270 0.283
C -0.15477 -0.96746 -1.11598 -0.199
C -1.20221 -0.33045 -1.61698 -0.394
N -1.58851 1.51832 1.85336 -0.657
H 0.69816 1.23839 1.30755 0.426
H -2.57639 1.49955 2.09195 0.358
H 0.22773 -1.70913 1.48137 0.149
H -1.70308 -0.44644 1.08139 0.183
H 0.06809 -1.98319 -1.41669 0.217
H 2.49010 -0.37557 -1.40639 0.230
H 1.61517 1.16810 -1.35972 0.208
H 2.65505 0.67129 0.01376 0.228
H -1.45080 0.67789 -1.32616 0.195
H -1.86511 -0.80302 -2.32687 0.206
```

Results
ΔE to the lowest compared entry with this formula, charge and spin, kcal/mol: 100.5
LUMO energy, eV: 0.9
Charge: 0
Total energy, Eh: -343.97662